9 unconnected molecules or ions with the total composition C81H171N9O9. Source: OMol25; level of theory: ωB97M-V/def2-TZVPD.

The total energy is -4358.30987 Ha. Its SMILES is CC1(C)CCCC(C)(C)N1O.CC1(C)CCCC(C)(C)N1O.CC1(C)CCCC(C)(C)N1O.CC1(C)CCCC(C)(C)N1O.CC1(C)CCCC(C)(C)N1O.CC1(C)CCCC(C)(C)N1O.CC1(C)CCCC(C)(C)N1O.CC1(C)CCCC(C)(C)N1O.CC1(C)CCCC(C)(C)N1O. As for the relative energy (zero: lowest compared OMol25 entry of this formula, charge and spin): 4.7863 eV. The spin multiplicity is 1. The largest force on an atom is 3.57 eV/Å. The frontier orbital gap is 9.08 eV.

```
270
C81H171N9O9, DFT ωB97M-V/def2-TZVPD
O 1.7757 -6.0724 -4.6502
O 1.2593 6.9536 -0.9392
O -7.5284 1.7137 -1.3532
O -2.8820 3.3526 2.1552
O 4.9775 0.1447 -1.9945
O -3.1354 -3.5109 8.1553
O 4.7504 -3.4861 3.8171
O -1.9268 1.0878 0.4932
O 1.4389 3.0397 -5.8838
N -1.4459 -0.1216 1.1376
N 0.6139 5.9352 -1.7306
N 6.0655 0.5728 -1.1120
N 0.6565 2.1065 -5.1211
N 4.5533 -4.8937 4.0785
N -2.3537 -2.5921 7.2771
N 2.5462 -5.0189 -4.1134
N -3.4161 3.0503 3.3970
N -6.8485 2.0455 -2.6012
C -5.9914 0.8920 -3.0023
C -5.4054 3.6507 -3.6990
C 2.0866 -4.5961 -2.8068
C 2.6470 0.4659 -5.2813
C 1.5325 1.2014 -4.4005
C -3.2634 -1.4814 6.8670
C -4.6284 -1.8550 6.1380
C 3.7387 -3.0473 -4.6293
C -5.2132 1.2205 -4.2784
C 2.0323 -5.7887 -1.8010
C 0.0513 0.0722 1.1826
C -7.4283 4.3828 -2.4878
C -5.1897 3.5879 5.5802
C -1.3310 5.9396 0.0307
C 5.0908 -5.5572 1.6025
C 0.0910 6.6617 -2.8903
C -1.9394 -1.1928 0.3357
C 3.4614 -4.7928 -6.3542
C 0.3230 -2.4005 0.8488
C -1.2887 2.8807 -6.3932
C 0.6874 4.4701 0.1454
C 0.0885 0.9218 -7.3130
C 0.6109 0.4442 -0.1879
C 5.7448 0.1046 0.2689
C 2.3231 2.0894 -3.3699
C -5.7556 3.8220 2.3921
C 5.3075 -5.7371 3.1354
C -1.0329 -2.6750 5.2383
C -4.9927 0.5236 -1.9211
C 4.9913 -7.1879 3.5033
C 2.7701 -6.4217 4.5536
C 1.4285 -3.3980 -5.6586
C 3.2943 -2.4091 -3.3541
C -0.5147 -0.3931 -4.5280
C 2.7429 -4.0389 -5.1833
C -3.6701 3.5463 5.7083
C -1.7024 4.8048 -2.8688
C 3.0677 -3.4773 -2.2901
C -4.9168 2.7200 3.1253
C -1.4310 3.8173 4.5105
C -3.4269 -1.4077 0.5443
C -0.7904 -4.3922 7.0970
C 4.5970 1.0841 0.7200
C -0.6720 5.5828 -3.7246
C 0.6630 -3.9333 -2.7040
C -1.1865 -2.5124 0.8360
C 8.4631 0.1338 -0.8631
C 8.2066 -0.4472 0.5128
C -1.6483 -1.0754 -1.1509
C -3.5470 -0.6397 8.1108
C 6.8145 -5.5626 3.3851
C 7.5634 0.9896 -3.0414
C 0.6454 -1.2190 1.6715
C 2.7608 -4.1644 5.5606
C -6.2716 3.3485 -2.4767
C -2.9406 3.9935 4.3963
C 5.2391 -1.3636 0.4052
C -1.3258 0.7200 -5.2009
C -2.6779 -4.5497 5.5624
C -0.2842 5.2048 -0.8158
C 7.0598 -1.3824 -2.2616
C -0.9693 4.1980 -1.7158
C 7.0667 0.2825 1.1124
C 3.1094 -4.9551 4.2196
C 2.2582 -4.3048 3.0583
C -5.4006 3.5810 -1.2502
C -0.4233 1.6004 -6.0353
C 7.2546 0.0622 -1.7618
C 0.3500 1.1687 2.2101
C -1.7596 -3.5408 6.2594
C 0.5761 0.2729 -3.6279
C -3.2140 5.5367 4.1734
C -4.9183 1.4399 2.2863
C -2.3756 -0.7390 5.8937
C 3.4615 -7.3650 3.4718
C 1.2547 7.1147 -3.6891
C -4.4141 2.5807 -4.1183
C -6.9302 -0.2724 -3.2662
C -5.5365 2.4504 4.5886
C -1.9013 -1.5640 4.7407
C -0.7893 7.9199 -2.6420
H -4.9636 1.5387 4.9361
H 5.2546 -7.4527 4.5116
H -4.3509 0.6658 2.8067
H -3.6249 2.2959 -3.3760
H -5.3890 4.6702 -1.1678
H -5.8867 1.2819 -5.0993
H 7.3820 1.3121 1.3433
H -2.7566 -1.8811 4.1977
H 0.1418 4.0142 0.9282
H 9.0807 -0.4698 1.1874
H 3.2813 -8.4566 3.5897
H 1.7340 7.9646 -3.1601
H 4.8997 2.1007 0.5036
H 0.8492 0.2642 -6.9233
H -4.2543 5.8841 4.1143
H 1.2228 -4.6423 3.2388
H -7.0485 5.3850 -2.6174
H -6.7628 3.2806 2.0767
H -1.0681 6.1739 -4.5592
H -1.4253 -4.9219 7.7520
H 4.1060 -5.9581 1.3255
H -0.6505 -3.2422 4.4042
H 4.8614 1.0424 -2.3508
H 6.8574 0.8757 -3.8443
H -2.2419 -1.9072 -1.7041
H 0.6432 -4.0844 -5.9723
H -8.4418 1.7734 -1.6581
H -5.6300 0.4070 -1.0046
H -1.8771 1.3093 -4.5006
H 2.6453 -3.1000 -1.3842
H 1.9646 6.2901 -3.9624
H -1.6090 3.3881 -5.5105
H -4.2566 1.2733 -1.6007
H -0.1194 -2.2066 5.6594
H -2.2450 4.0603 -3.4922
H 1.1207 -6.4583 -1.8496
H 1.6952 -4.3746 5.7918
H 0.5120 -2.9135 -3.0533
H -5.5510 4.5708 5.2053
H -3.3308 2.5240 5.9394
H 2.9098 -6.4580 -1.9833
H 1.1569 -0.4637 -3.1243
H 7.6953 2.0039 -2.6785
H 6.5299 -1.2984 -3.2512
H 3.9901 -2.3099 -5.3400
H 7.9749 -1.5184 0.3993
H 1.6613 -6.5804 4.5546
H -4.5186 1.6053 1.2538
H -4.4474 0.0528 7.9814
H -2.9365 0.0894 5.5092
H 2.9275 1.3510 -2.8858
H -1.5117 -0.1681 6.3277
H -1.5113 -2.5899 1.8380
H -2.7502 -3.3276 9.0208
H -1.7279 7.6757 -2.0561
H 1.5009 -2.8108 -6.5792
H -0.2463 3.4358 -2.1063
H -2.0978 -5.2265 5.0076
H 3.1935 -6.5916 5.5814
H -2.2912 5.9950 -0.4788
H 1.5825 5.0514 0.5723
H -2.0981 2.4841 -6.9898
H 2.8530 -5.5714 -6.8402
H -3.9927 -0.6460 -0.0822
H -5.5643 -1.3937 6.5563
H 6.8634 -0.1517 2.1470
H -1.1457 8.2724 -3.6024
H 0.9010 -0.4018 -0.8042
H 9.3011 -0.5085 -1.1966
H -1.2203 2.7519 4.5314
H 3.3321 -0.0855 -4.5894
H 2.3902 -1.8548 -3.4513
H -3.6963 -1.2199 1.5995
H 1.4114 1.3444 2.3449
H -5.6185 3.3840 6.5777
H -2.8685 5.9656 3.1978
H -6.5982 2.3022 4.6181
H -0.0013 0.7828 3.2257
H -0.0236 4.8615 -4.1886
H -2.6635 0.0200 8.3651
H -7.8580 0.1493 -3.6295
H 7.2666 -6.4240 2.9241
H -3.3498 4.1335 6.5599
H -4.5317 0.3717 -4.5635
H 3.4029 -4.5307 6.3422
H 2.1426 -0.1990 -5.9797
H 0.3447 -1.4540 2.7284
H 1.1710 3.6487 -0.3397
H -3.6528 -2.3750 0.1774
H -1.5843 3.5580 -1.1359
H 8.0296 -1.8677 -2.3514
H 8.5425 0.6361 -3.3602
H 4.4915 -3.2788 2.8882
H -7.1258 -0.7848 -2.3157
H -2.0792 0.2789 -5.8323
H 4.5204 1.0475 1.8120
H 5.0441 -4.4483 1.4359
H -0.9514 6.9664 0.1170
H -4.4366 -0.3855 -2.1672
H -8.0131 4.3338 -1.5660
H -3.7867 -1.2821 8.9486
H -5.9911 3.2575 -0.3701
H -6.1633 3.8030 -4.5269
H 3.6434 0.8578 0.3973
H -2.4697 5.4177 -2.4057
H 4.0067 -3.9284 -2.0700
H -1.1277 -1.0453 -3.9552
H -0.5764 -1.0828 -1.4093
H 0.6432 1.6528 -7.9724
H 2.9509 -7.1654 2.5057
H 1.7231 2.6220 -2.6499
H -3.3988 -4.0586 4.8795
H -0.0315 1.1691 -0.7644
H -5.2597 4.0728 1.4321
H -1.1053 4.1406 5.4637
H 2.9922 -3.1487 5.3305
H 2.2087 6.8100 -1.0072
H 2.2524 -3.2041 3.0849
H -0.2846 8.6842 -2.0271
H -2.2690 1.6473 1.2591
H 5.9033 -5.9581 0.9746
H 4.3990 -5.2727 -6.0490
H -8.2335 4.1784 -3.1916
H 5.4477 -7.8573 2.8099
H 5.9772 -2.0941 0.2197
H 7.2700 -4.5910 3.0090
H 4.7796 -1.4716 1.3884
H 4.0411 -1.6483 -2.9981
H 3.1901 1.1534 -5.9004
H 1.5373 1.0895 -0.0855
H -4.4094 3.1243 -1.2673
H 0.0173 -4.6169 -3.2818
H -3.8451 2.8638 -5.0530
H -3.1747 4.2299 1.9844
H 2.0902 -5.3314 -0.8409
H 0.0351 -1.0044 -5.2456
H -4.8499 -2.9478 6.2341
H -0.7329 0.4045 -7.8951
H -2.7399 6.1014 4.9937
H 3.7306 -4.0549 -7.1006
H 1.0619 -2.7066 -4.8901
H 4.4267 -1.5802 -0.2946
H 8.7517 1.2115 -0.8418
H 6.6656 -2.0956 -1.5434
H 0.3140 -3.9329 -1.6785
H 2.7129 -4.5383 2.0755
H -0.2226 -5.1359 6.4529
H -6.5054 -1.0125 -3.9492
H -0.7398 3.6182 -6.9826
H -5.9231 1.1202 2.1402
H 2.8438 2.8143 -3.9622
H -0.0214 -3.7499 7.6347
H 0.6961 -3.3137 1.3519
H 1.7469 -1.1113 1.8112
H 0.1622 0.8909 -2.8200
H 0.8234 -2.3520 -0.1595
H -1.2667 -0.8380 4.1263
H 0.8191 -5.7706 -4.6282
H -1.3961 5.4802 1.0106
H 7.0807 -5.5441 4.4900
H -3.2509 -5.1171 6.3715
H -2.0189 -0.1322 -1.5832
H 1.1693 3.8950 -5.5698
H -1.5874 -3.3719 0.2370
H -0.1956 2.0387 1.8850
H 0.8285 7.4986 -4.6446
H -4.5792 -1.6688 5.0346
H 4.6632 -3.6252 -4.4446
H -0.8849 4.3461 3.7054
H -6.0034 4.7637 2.9378
H -4.8039 4.5466 -3.5167
```